1.
This record from OMol25 describes a cluster of 2 separate species, C9H16N in total. The level of theory is wB97M-V/def2-TZVPD.

- LUMO energy (hartree) = -0.115
- charge = +1
- highest occupied orbital energy (eV) = -12.8
- energy above the lowest of the compared OMol25 structures with the same formula, charge and spin (kJ/mol) = 27.8
- energy (eV) = -11076.09492

Geometry as XYZ:
```
26
Properties=species:S:1:pos:R:3:forces:R:3
C -1.991 1.531 -0.913 0.545 0.320 0.454
C -1.215 -0.769 -1.573 -0.164 -0.766 -0.184
C -0.902 0.562 -1.363 -1.266 0.870 -0.103
C -0.262 -1.650 -2.088 0.889 0.865 -0.412
C 1.013 -1.138 -2.424 -0.608 0.004 0.049
C 0.376 1.026 -1.611 0.498 0.949 -0.500
C 1.319 0.225 -2.221 0.303 -1.634 0.356
H -2.236 -1.100 -1.388 0.169 -0.012 -0.076
H -0.488 -2.671 -2.381 -0.136 0.090 0.343
H -1.844 2.566 -1.197 0.689 0.143 -0.381
H -1.907 1.581 0.175 -0.769 -0.085 0.204
H 1.701 -1.830 -2.902 0.121 0.317 0.064
H 0.621 2.080 -1.458 -0.222 -0.228 0.002
H 2.303 0.600 -2.493 -0.220 0.023 0.019
H -3.005 1.365 -1.275 0.127 -0.775 0.345
C 1.189 -0.408 2.461 -0.256 0.501 0.553
C 0.187 0.405 3.262 0.414 0.854 0.843
N 0.539 -0.758 1.164 0.294 -0.235 -0.875
H 2.085 0.171 2.248 -0.018 0.041 -0.169
H 1.530 -1.315 3.015 -0.581 0.485 -0.698
H 0.668 0.592 4.231 -0.767 -0.814 0.332
H -0.828 -0.002 3.248 0.349 -0.455 0.703
H 0.014 0.046 0.742 0.503 -0.640 0.277
H 1.240 -1.033 0.456 -0.428 0.029 0.044
H -0.122 -1.537 1.255 0.103 0.211 -0.012
H 0.016 1.460 3.028 0.433 -0.058 -1.180
```
Positions in Å, forces in eV/Å.

---

2.
This record from OMol25 describes a cluster of 6 separate species, C26H47NO18S5 in total. The level of theory is wB97M-V/def2-TZVPD.

- LUMO energy (hartree) = -0.031
- charge = 0
- highest occupied orbital energy (eV) = -9.5
- SMILES = C=CC1=C(c2cccnc2)C(=O)OC1=O.CCOS(C)(=O)=O.CCOS(C)(=O)=O.CCOS(C)(=O)=O.CCOS(C)(=O)=O.CCOS(C)(=O)=O
- energy (eV) = -120240.40285

Geometry as XYZ:
```
97
Properties=species:S:1:pos:R:3:forces:R:3
C 2.934 -6.438 -1.715 0.272 0.917 -1.826
C 2.929 -5.624 -2.834 -0.431 0.579 1.657
C 2.570 -4.102 -2.667 -1.159 -1.000 -0.661
C 1.329 -3.540 -2.469 1.326 -0.410 -0.245
C -0.026 -4.261 -2.349 1.113 0.473 -0.738
C -0.206 -5.497 -3.109 -3.160 0.908 2.244
C -1.528 -6.104 -2.870 2.029 1.962 0.490
C -2.403 -5.400 -1.954 -0.425 -1.387 -0.769
N -2.222 -4.236 -1.295 1.521 -0.474 -0.899
C -1.017 -3.647 -1.488 0.513 -1.427 -1.201
C 1.642 -2.016 -2.400 -0.452 -1.557 1.010
O 0.971 -1.057 -2.567 0.064 -0.146 0.044
O 3.005 -1.923 -2.030 0.835 0.853 -1.534
C 3.667 -2.952 -2.692 -1.995 -2.217 0.388
O 4.759 -2.976 -3.163 -0.629 0.532 0.772
H 3.682 -7.266 -1.698 -1.506 0.052 -0.135
H 2.222 -6.267 -0.876 1.368 0.340 -0.233
H 3.137 -6.038 -3.853 0.854 0.765 1.106
H 0.563 -5.945 -3.765 -0.651 0.506 0.546
H -1.804 -7.069 -3.357 0.055 1.045 0.602
H -3.387 -5.903 -1.765 0.914 0.631 -0.136
H -0.779 -2.683 -0.980 -0.443 -0.930 -0.498
C 0.980 0.014 -6.151 -0.272 0.110 -0.122
C 1.835 0.968 -5.339 -0.200 -0.891 0.269
O 1.934 2.252 -5.969 -0.147 0.626 -0.027
S 0.701 3.269 -5.824 0.704 0.004 -0.227
C 1.545 4.714 -6.388 0.131 -0.003 -0.027
O 0.389 3.426 -4.434 -0.240 -0.208 -0.218
O -0.303 2.919 -6.784 -0.076 0.036 0.370
H -0.065 0.329 -6.155 0.042 -0.039 0.033
H 1.027 -0.994 -5.733 0.063 0.057 0.036
H 1.313 -0.016 -7.190 0.072 -0.037 0.075
H 1.458 1.065 -4.319 -0.016 0.167 -0.078
H 2.849 0.572 -5.272 0.065 0.347 -0.082
H 2.350 4.945 -5.693 -0.047 -0.051 -0.016
H 0.826 5.531 -6.415 -0.063 -0.116 0.037
H 1.935 4.527 -7.387 -0.042 -0.031 0.047
C -6.103 -0.790 -0.874 0.133 -0.101 0.285
C -5.181 -0.243 -1.947 -0.653 -0.593 -0.141
O -4.272 0.730 -1.417 0.542 0.107 0.140
S -2.987 0.209 -0.610 -0.141 0.795 -0.210
C -2.099 1.735 -0.604 -0.082 0.122 -0.118
O -2.279 -0.737 -1.423 -0.218 -0.179 0.296
O -3.378 -0.100 0.734 0.170 -0.292 -0.222
H -5.550 -1.391 -0.150 -0.023 0.007 -0.052
H -6.875 -1.422 -1.319 0.035 0.065 -0.063
H -6.581 0.022 -0.324 -0.023 -0.010 -0.109
H -4.636 -1.047 -2.448 0.157 0.106 0.100
H -5.774 0.267 -2.707 0.253 0.229 0.060
H -1.855 2.005 -1.630 -0.018 -0.046 0.030
H -1.186 1.589 -0.028 -0.075 -0.135 -0.010
H -2.716 2.500 -0.137 0.008 -0.063 0.005
C 7.874 -4.976 -1.338 0.280 0.068 0.069
C 6.722 -4.994 -0.352 0.158 0.546 -0.709
O 6.831 -6.109 0.545 0.027 -0.221 0.601
S 7.860 -6.001 1.773 -0.502 -0.425 -0.166
C 7.255 -7.387 2.686 -0.117 -0.072 -0.054
O 7.581 -4.803 2.509 0.289 -0.020 -0.245
O 9.178 -6.302 1.301 -0.091 0.303 0.176
H 8.817 -4.757 -0.835 -0.051 0.006 -0.021
H 7.711 -4.214 -2.102 -0.097 -0.038 0.035
H 7.983 -5.949 -1.822 -0.100 0.055 -0.012
H 6.651 -4.055 0.202 0.066 -0.142 0.149
H 5.784 -5.119 -0.896 -0.037 -0.238 0.247
H 6.231 -7.186 2.992 0.053 0.026 -0.036
H 7.891 -7.512 3.561 0.047 0.105 -0.077
H 7.307 -8.273 2.056 0.024 0.064 0.002
C -0.621 2.683 2.971 -0.299 0.117 -0.109
C 0.261 3.612 3.781 -0.191 -0.913 0.253
O 0.410 4.889 3.144 -0.170 0.635 -0.020
S -0.787 5.946 3.274 0.968 -0.004 -0.277
C 0.107 7.361 2.710 0.123 -0.019 -0.050
O -1.104 6.122 4.662 -0.333 -0.194 -0.249
O -1.796 5.625 2.307 -0.148 0.050 0.391
H -1.654 3.035 2.959 0.033 -0.053 0.041
H -0.612 1.677 3.394 0.059 0.056 0.019
H -0.283 2.636 1.934 0.104 -0.022 0.087
H -0.118 3.729 4.798 -0.033 0.201 -0.089
H 1.261 3.184 3.858 0.071 0.340 -0.099
H 0.913 7.569 3.410 -0.054 -0.051 -0.009
H -0.586 8.200 2.675 -0.063 -0.109 0.041
H 0.497 7.156 1.715 -0.043 -0.028 0.045
C -6.804 5.091 8.463 0.251 0.147 0.112
C -6.726 4.337 7.149 -0.304 -0.291 0.721
O -6.191 5.153 6.102 0.369 0.080 -0.325
S -4.599 5.371 6.043 -0.304 0.239 -0.604
C -4.529 6.038 4.411 -0.153 0.038 -0.065
O -3.955 4.089 6.051 -0.063 0.178 0.358
O -4.240 6.397 6.978 0.084 -0.366 0.061
H -5.807 5.305 8.852 -0.045 -0.026 -0.016
H -7.339 4.503 9.211 -0.027 -0.022 -0.088
H -7.312 6.047 8.331 -0.054 -0.091 -0.018
H -6.147 3.416 7.255 0.113 0.110 -0.131
H -7.732 4.051 6.838 0.126 0.126 -0.279
H -4.863 5.280 3.706 0.025 0.010 0.062
H -3.495 6.310 4.209 -0.042 -0.097 0.164
H -5.164 6.921 4.364 -0.002 -0.057 0.070
```
Positions in Å, forces in eV/Å.

---

3.
This record from OMol25 describes a cluster of 2 separate species, C18H41N2O4Si in total. The level of theory is wB97M-V/def2-TZVPD.

- LUMO energy (hartree) = -0.112
- charge = +1
- highest occupied orbital energy (eV) = -11.0
- energy (eV) = -38372.58940

Geometry as XYZ:
```
66
Properties=species:S:1:pos:R:3:forces:R:3
C 6.892 0.688 1.999 0.032 -0.155 0.111
C 6.663 -0.723 2.572 0.071 -0.080 -0.205
C 5.476 -1.388 1.906 0.455 0.068 0.010
O 5.446 -1.547 0.710 -0.377 -0.004 0.035
O 4.483 -1.778 2.731 0.225 0.103 -0.214
C 3.291 -2.174 2.032 -0.884 0.098 0.648
C 2.158 -2.446 3.040 0.695 0.137 -0.882
Si 0.474 -2.164 2.234 -0.723 -0.791 1.275
C -0.812 -2.055 3.633 -0.165 0.652 -0.949
C -1.234 -0.589 3.928 -0.304 -0.735 0.053
C -2.158 -0.004 2.836 0.449 0.840 0.065
C -1.541 1.235 2.155 -0.246 -0.120 -0.680
C -2.125 1.494 0.756 -0.346 0.362 0.752
O -1.330 2.389 -0.014 -0.222 -0.208 -0.319
C -0.213 1.740 -0.600 0.143 -0.069 -0.016
N 0.013 -3.533 1.216 0.896 0.939 -0.192
C 0.379 -3.600 -0.002 -0.339 -0.683 0.073
C 0.111 -4.894 -0.755 -0.640 0.697 0.204
C 1.032 -2.505 -0.831 -0.018 -0.362 -0.538
H 6.373 1.438 2.595 -0.084 0.062 -0.156
H 6.566 0.721 0.961 -0.108 0.077 0.035
H 7.953 0.934 1.992 -0.006 0.008 0.172
H 7.521 -1.328 2.274 -0.033 -0.141 0.141
H 6.596 -0.724 3.657 -0.095 -0.027 -0.021
H 3.456 -3.069 1.436 0.247 0.141 -0.212
H 3.002 -1.330 1.401 0.209 -0.129 -0.269
H 2.254 -3.475 3.390 -0.191 0.064 0.256
H 2.278 -1.760 3.882 -0.163 -0.035 0.051
H 0.455 -0.850 1.553 0.156 0.105 -0.246
H -1.699 -2.562 3.239 0.030 -0.256 0.298
H -0.470 -2.569 4.530 0.002 -0.056 0.007
H -1.786 -0.584 4.869 0.217 0.148 0.113
H -0.341 0.030 4.042 -0.093 0.154 0.137
H -3.094 0.342 3.279 -0.094 -0.295 0.046
H -2.422 -0.758 2.089 0.134 -0.062 -0.004
H -0.459 1.149 2.064 0.032 -0.175 0.041
H -1.732 2.138 2.736 0.119 -0.073 0.174
H -2.346 0.563 0.218 0.306 -0.042 -0.092
H -3.080 2.014 0.906 -0.050 -0.085 -0.148
H -0.531 1.087 -1.423 0.038 0.072 -0.058
H 0.338 1.117 0.109 -0.091 0.065 0.102
H 0.466 2.513 -0.954 -0.049 -0.011 -0.128
H -0.447 -4.645 -1.663 0.293 -0.163 -0.178
H -0.545 -5.514 -0.149 0.260 -0.188 0.094
H 1.041 -5.403 -1.000 -0.005 -0.036 -0.128
H 0.442 -1.589 -0.836 0.062 0.065 0.284
H 2.060 -2.294 -0.533 -0.077 0.082 0.201
H 1.080 -2.841 -1.870 0.076 0.041 0.044
C -4.258 3.984 -4.525 -0.185 0.040 0.164
C -3.286 3.625 -3.410 -0.080 0.215 -0.484
C -2.110 2.747 -3.834 0.172 -0.266 0.391
O -2.536 1.419 -4.063 -0.016 0.146 -0.147
C -2.874 1.088 -5.416 -0.090 -0.142 0.025
N -4.020 2.824 -2.370 0.100 -0.218 0.468
H -4.861 3.131 -4.837 0.094 -0.056 -0.057
H -4.944 4.769 -4.202 0.017 -0.003 -0.012
H -3.717 4.356 -5.392 0.035 0.002 0.010
H -2.927 4.532 -2.926 0.083 -0.064 0.062
H -1.396 2.701 -3.006 -0.010 -0.012 -0.041
H -1.586 3.168 -4.693 -0.134 0.085 -0.066
H -2.336 1.715 -6.127 0.028 0.030 0.036
H -3.948 1.186 -5.581 0.018 0.051 -0.068
H -2.597 0.049 -5.580 0.040 0.009 0.051
H -4.936 3.208 -2.139 0.024 0.066 -0.022
H -3.469 2.737 -1.506 0.097 0.085 0.007
H -4.132 1.869 -2.735 0.064 0.034 -0.103
```
Positions in Å, forces in eV/Å.

---

4.
This record from OMol25 describes an isolated molecule of C5H9ClO. The level of theory is wB97M-V/def2-TZVPD.

- LUMO energy (alpha / beta) (hartree) = -0.017 / -0.017
- charge = 0
- highest occupied orbital energy (alpha / beta) (eV) = -9.3 / -9.3
- energy above the lowest of the compared OMol25 structures with the same formula, charge and spin (kJ/mol) = 384.3
- energy (eV) = -19897.22475

Geometry as XYZ:
```
16
Properties=species:S:1:pos:R:3:forces:R:3
C -0.321 0.319 0.398 0.857 0.709 0.321
C -0.470 -1.052 -0.192 -0.134 0.396 3.313
C 1.104 1.032 0.101 -1.704 0.822 -0.052
C -1.362 1.333 -0.047 0.197 2.103 3.255
C 0.713 -1.902 -0.321 0.242 -1.009 -2.726
O -0.373 -0.292 1.729 -0.396 0.065 -4.515
Cl -2.019 -1.784 -0.421 0.767 0.598 -0.088
H 1.001 2.050 -0.485 0.105 -2.311 0.756
H 1.639 0.258 -0.448 0.870 0.904 0.181
H 1.501 1.348 1.091 0.086 -0.758 -0.694
H -1.010 2.250 0.633 -1.079 -1.515 -1.400
H -2.413 1.096 0.374 1.489 0.315 -1.607
H -1.097 1.685 -1.081 -1.202 -0.671 0.801
H 1.509 -1.487 0.252 0.522 -0.057 0.523
H 1.048 -1.888 -1.434 -0.503 0.211 1.523
H 0.549 -2.966 -0.150 -0.118 0.198 0.407
```
Positions in Å, forces in eV/Å.